ORCA calculation (ωB97M-V/def2-TZVPD) on a 6-piece molecular cluster, C24H48NO9 overall at a distorted geometry.

gap between HOMO and LUMO: 7.9499 eV
LUMO: -3.1 eV
multiplicity: 1
total charge: +1

Each line ends with the Löwdin charge.
Geometry (Å):
O1 0.4899 -3.0903 -0.0162  -0.0694
C1 -0.6353 -3.5666 0.5237  -0.1307
C2 -2.1700 -3.1982 0.0747  -0.1025
C3 -2.6716 -1.6926 0.4918  -0.2064
C4 -2.0983 -0.5036 -0.5351  -0.0462
C5 -0.8182 0.2287 0.2538  -0.2490
O2 -0.0767 1.1072 -0.6643  -0.0541
C6 1.2942 1.3743 -0.2020  -0.2341
O3 1.6777 2.6784 -0.1195  0.0010
C7 2.4372 0.2613 0.1754  -0.0735
C8 2.8447 0.1367 1.7923  -0.0090
C9 3.9613 -0.9951 2.2140  -0.0549
C10 4.5883 -1.9504 1.0382  -0.0426
C11 4.2051 -1.8349 -0.5728  -0.0162
C12 3.0885 -0.6859 -0.9953  0.0061
C13 -1.4723 0.9796 1.5580  -0.0588
N1 -2.5408 0.1855 2.2805  0.0793
C14 -2.4539 -1.3182 2.0858  -0.2551
O4 -3.3566 -2.0701 2.9908  -0.0343
H1 -0.5095 -4.3779 1.3844  0.1464
H2 -2.9141 -3.9764 0.5424  0.1241
H3 -2.2301 -3.3481 -1.1080  0.1549
H4 -3.8532 -1.6791 0.3227  0.1630
H5 -1.6865 -1.0112 -1.5099  0.1414
H6 -2.9724 0.2502 -0.7726  0.1382
H7 -0.1563 -0.6511 0.6505  0.1381
H8 2.3587 0.8370 2.6259  0.1000
H9 4.2851 -1.0912 3.3394  0.0928
H10 5.3702 -2.7731 1.3370  0.0894
H11 4.6449 -2.5236 -1.4169  0.1005
H12 2.7214 -0.5122 -2.1118  0.0814
H13 -0.6168 1.3194 2.3124  0.1683
H14 -1.9879 1.9937 1.1963  0.1394
H15 -2.4357 0.4019 3.3163  0.2087
H16 -3.4863 0.5490 1.9828  0.2055
H17 -1.3473 -1.6234 2.4063  0.1906
H18 -3.7907 -2.8445 2.5011  0.1334
C15 -4.1982 5.6631 0.0834  -0.0793
C16 -2.9682 5.3142 0.8954  -0.3045
O5 -2.6387 3.9451 0.7129  -0.1237
H19 -5.0467 5.0394 0.3829  0.0767
H20 -4.4682 6.7146 0.2168  0.0848
H21 -4.0254 5.4757 -0.9814  0.0766
H22 -3.1524 5.4820 1.9607  0.0917
H23 -2.1119 5.9248 0.5929  0.1187
H24 -2.4688 3.8083 -0.2349  0.0949
C17 5.4083 0.6479 -3.8231  -0.0968
C18 6.6383 0.2990 -3.0111  -0.3261
O6 6.9677 -1.0702 -3.1936  -0.0971
H25 4.5598 0.0241 -3.5236  0.0438
H26 5.1383 1.6993 -3.6898  0.0801
H27 5.5811 0.4605 -4.8880  0.0763
H28 6.4541 0.4668 -1.9458  0.1100
H29 7.4946 0.9095 -3.3137  0.1107
H30 7.1377 -1.2070 -4.1415  0.0894
C19 -4.9994 4.1903 5.5282  -0.0933
C20 -4.7312 4.9231 4.2301  -0.3501
O7 -5.5683 6.0663 4.1365  -0.0792
H31 -6.0482 3.8817 5.5863  0.0822
H32 -4.3650 3.3035 5.6136  0.0660
H33 -4.8112 4.8425 6.3872  0.0787
H34 -4.9414 4.2750 3.3740  0.1063
H35 -3.6875 5.2463 4.1701  0.1003
H36 -5.3679 6.6393 4.8965  0.0946
C21 2.5286 -6.9286 0.4901  -0.0942
C22 1.4581 -7.5987 -0.3459  -0.3241
O8 0.4931 -6.6413 -0.7563  -0.1064
H37 2.0869 -6.4530 1.3718  0.0725
H38 3.2782 -7.6543 0.8185  0.0771
H39 3.0284 -6.1393 -0.0807  0.0711
H40 0.9464 -8.3717 0.2352  0.1150
H41 1.8902 -8.0656 -1.2362  0.1112
H42 0.9560 -5.9638 -1.2786  0.0825
C23 1.3601 0.0924 -5.0090  -0.0877
C24 0.3270 1.1627 -5.2938  -0.3170
O9 -0.8460 0.9198 -4.5314  -0.0934
H43 0.9643 -0.8990 -5.2522  0.0823
H44 2.2693 0.2627 -5.5927  0.0771
H45 1.6211 0.0790 -3.9457  0.0413
H46 0.0529 1.1581 -6.3530  0.1183
H47 0.7107 2.1558 -5.0410  0.1117
H48 -0.5935 0.9343 -3.5922  0.0653



ORCA calculation (ωB97M-V/def2-TZVPD) on a 2-piece molecular cluster, C5H10O2 overall.

gap between HOMO and LUMO: 10.0615 eV
LUMO: 0.8 eV
multiplicity: 1
SMILES: C=CO[C@H](C)C=O.[H][H]
energy above the lowest of the compared OMol25 structures with the same formula, charge and spin: 75.9 kcal/mol

Each line ends with the Löwdin charge.
Geometry (Å):
C1 -0.4951 -2.1668 0.2396  0.0255
C2 0.6550 -1.5709 -0.0671  -0.2440
O1 0.8366 -0.3262 -0.5740  -0.0839
C3 -0.3191 0.4685 -0.7348  -0.3690
C4 0.1463 1.8551 -1.1579  -0.0213
C5 -1.1128 0.6342 0.5652  -0.2370
O2 -0.6086 0.8772 1.6316  0.0472
H1 -1.4692 -1.7193 0.0701  0.0531
H2 -0.4811 -3.1407 0.7113  0.0598
H3 1.6171 -2.0482 0.0954  0.1184
H4 -0.9767 0.0194 -1.4946  0.1504
H5 0.7590 1.7942 -2.0603  0.0894
H6 0.7410 2.2877 -0.3477  0.0946
H7 -0.7110 2.5074 -1.3530  0.0903
H8 -2.2173 0.5856 0.4530  0.1326
H9 2.1382 -0.2159 2.0432  0.0573
H10 1.4978 0.1587 1.9800  0.0367



ORCA calculation (ωB97M-V/def2-TZVPD) on C16H15AsF5NOS5SeTl as an isolated structure at a distorted geometry.

gap between HOMO and LUMO (alpha / beta): 4.7300 / 4.7849 eV
LUMO (alpha / beta): 0.0 / 0.0 eV
multiplicity: 1
energy above the lowest of the compared OMol25 structures with the same formula, charge and spin: 48.6 kcal/mol
total charge: -1

Each line ends with the Löwdin charge.
Geometry (Å):
Tl1 0.3283 -0.8180 1.1161  0.4320
S1 4.0883 -3.7708 -1.9168  0.0453
As1 2.8090 -2.7119 -0.5837  -0.6839
S2 2.1007 -0.8457 -1.3939  -0.0308
S3 1.0185 -3.8587 -0.1361  0.1325
S4 3.9201 -2.3994 1.2151  0.0048
F1 -4.8722 -6.5807 0.2412  0.1029
C1 -4.2429 -5.4133 0.0526  -0.1518
C2 -3.6259 -4.7725 1.1110  -0.1514
F2 -3.6811 -5.3244 2.3312  0.1036
C3 -2.9798 -3.5689 0.9051  -0.2706
F3 -2.3950 -2.9798 1.9540  0.0457
C4 -2.9322 -2.9531 -0.3444  -0.5614
Se1 -2.1344 -1.2761 -0.6162  0.5587
C5 -3.5604 -3.6315 -1.3916  -0.2690
F4 -3.5639 -3.1015 -2.6174  0.0647
C6 -4.2055 -4.8383 -1.2050  -0.1529
F5 -4.8138 -5.4540 -2.2281  0.1025
O1 -0.1004 1.4328 -0.1935  -0.7751
S5 -0.7289 2.6889 -0.7142  0.9487
C7 -2.2193 3.0256 0.3131  -0.3008
C8 -3.4344 2.5406 -0.4629  -0.2443
C9 -3.1345 2.8148 -1.9337  -0.2400
C10 -1.7458 2.2378 -2.1741  -0.3072
H1 -2.2420 4.1017 0.4960  0.0833
H2 -2.0525 2.4994 1.2518  0.0941
H3 -4.3516 3.0261 -0.1249  0.1118
H4 -3.5391 1.4640 -0.3232  0.0732
H5 -3.1413 3.8907 -2.1343  0.1092
H6 -3.8717 2.3416 -2.5833  0.1156
H7 -1.2526 2.6247 -3.0645  0.0856
H8 -1.7562 1.1458 -2.1951  0.0526
N1 2.8315 2.2655 -0.3823  0.0909
C11 3.8058 2.1206 0.5891  -0.3299
C12 3.4522 1.8706 1.9183  -0.0474
C13 4.4229 1.8048 2.9022  -0.1040
C14 5.7637 1.9717 2.5850  -0.1263
C15 6.1232 2.2150 1.2664  -0.1089
C16 5.1584 2.2952 0.2784  -0.0467
H9 3.1364 2.0716 -1.3224  0.0724
H10 1.9458 1.8177 -0.1829  -0.0030
H11 2.4071 1.7037 2.1544  0.0911
H12 4.1361 1.6124 3.9290  0.0976
H13 6.5204 1.8993 3.3560  0.0881
H14 7.1689 2.3362 1.0107  0.0946
H15 5.4401 2.4796 -0.7523  0.1040



ORCA calculation (ωB97M-V/def2-TZVPD) on C27H50Cl3FN10OY as an isolated structure at a distorted geometry.

gap between HOMO and LUMO: 8.5597 eV
LUMO: -1.6 eV
multiplicity: 1
energy above the lowest of the compared OMol25 structures with the same formula, charge and spin: 21.5 kcal/mol
total charge: +1

Each line ends with the Löwdin charge.
Geometry (Å):
Y1 -0.1329 -0.1356 -0.5210  1.3903
C1 2.2397 4.8362 2.0496  -0.0498
N1 1.7698 3.8696 1.0720  -0.1550
C2 2.0340 4.1481 -0.3303  -0.0532
C3 1.0778 2.7342 1.4325  -0.3951
N2 0.0490 2.2782 0.7868  0.0330
C4 -0.8407 3.2607 0.1632  -0.2049
C5 -1.6864 2.6587 -0.9440  -0.1715
N3 -2.2009 1.2987 -0.6526  -0.2339
C6 -2.8808 1.2243 0.6574  -0.1746
C7 -3.0185 -0.2063 1.1499  -0.1899
N4 -1.7089 -0.8820 1.2451  0.0051
C8 -1.4350 -1.5906 2.3181  -0.4000
N5 -1.9782 -1.3860 3.5634  -0.1450
C9 -2.1881 -0.0629 4.1314  -0.0526
C10 -2.3091 -2.5016 4.4455  -0.0407
N6 -0.5311 -2.6067 2.2325  -0.1479
C11 -0.4176 -3.4754 1.0625  -0.0465
C12 0.4062 -2.9068 3.3086  -0.0581
C13 -3.0945 0.8657 -1.7664  -0.1573
C14 -2.8929 -0.5755 -2.1800  -0.2199
N7 -1.4671 -0.7826 -2.4331  -0.0129
C15 -1.1301 -1.6763 -3.3368  -0.4010
N8 0.0619 -1.6227 -3.9633  -0.1369
C16 0.8470 -0.3983 -4.0303  -0.0498
C17 0.8328 -2.8359 -4.2211  -0.0351
N9 -1.9716 -2.7034 -3.6932  -0.1492
C18 -2.6485 -3.4676 -2.6561  -0.0426
C19 -2.0135 -3.2534 -5.0395  -0.0479
N10 1.6289 2.0271 2.4699  -0.1633
C20 3.0399 2.0976 2.8207  -0.0587
C21 0.8000 1.2206 3.3412  -0.0866
H1 1.7767 5.8115 1.8786  0.0936
H2 3.3265 4.9625 1.9941  0.0922
H3 1.9801 4.5092 3.0546  0.0898
H4 3.1058 4.3058 -0.4735  0.0976
H5 1.5148 5.0445 -0.6841  0.0916
H6 1.7308 3.2948 -0.9391  0.0575
H7 -0.3352 4.1071 -0.2924  0.0968
H8 -1.4972 3.6879 0.9245  0.1194
H9 -1.0953 2.5801 -1.8583  0.1231
H10 -2.5174 3.3432 -1.1393  0.1333
H11 -3.8812 1.6658 0.6008  0.1327
H12 -2.2928 1.7853 1.3807  0.0952
H13 -3.6553 -0.7660 0.4648  0.1029
H14 -3.5576 -0.1960 2.0895  0.1048
H15 -1.9375 0.7093 3.4141  0.0621
H16 -1.5597 0.0750 5.0167  0.0984
H17 -3.2313 0.0701 4.4348  0.0985
H18 -2.2535 -3.4424 3.9043  0.0956
H19 -3.3283 -2.3795 4.8115  0.0941
H20 -1.6425 -2.5539 5.3105  0.0914
H21 -1.1691 -3.2111 0.3299  0.0619
H22 -0.5655 -4.5129 1.3796  0.0976
H23 0.5554 -3.3762 0.5851  0.0672
H24 0.3999 -2.1144 4.0520  0.0860
H25 1.4107 -2.9817 2.8901  0.0778
H26 0.1709 -3.8557 3.7974  0.0932
H27 -2.8661 1.4917 -2.6264  0.1214
H28 -4.1408 1.0502 -1.4987  0.1307
H29 -3.4898 -0.7622 -3.0750  0.1305
H30 -3.2714 -1.2534 -1.4134  0.0818
H31 0.2051 0.4703 -3.9461  0.0863
H32 1.3606 -0.3626 -4.9913  0.0975
H33 1.5874 -0.3707 -3.2354  0.0576
H34 0.2965 -3.7141 -3.8774  0.0875
H35 1.7686 -2.7744 -3.6650  0.0956
H36 1.0600 -2.9455 -5.2825  0.0947
H37 -2.3107 -3.1432 -1.6729  0.0693
H38 -2.4044 -4.5275 -2.7638  0.0965
H39 -3.7362 -3.3618 -2.7059  0.0947
H40 -1.4700 -2.6073 -5.7232  0.0950
H41 -3.0475 -3.3176 -5.3777  0.0929
H42 -1.5814 -4.2555 -5.0872  0.0875
H43 3.5831 2.6808 2.0828  0.0900
H44 3.4628 1.0900 2.8361  0.0686
H45 3.1958 2.5444 3.8061  0.0960
H46 -0.0769 0.8844 2.8047  0.0330
H47 0.4858 1.7716 4.2344  0.0995
H48 1.3635 0.3426 3.6686  0.0724
Cl1 7.2139 0.0884 -0.4886  0.6794
C22 5.5110 0.3568 -0.7160  -0.6692
C23 4.6111 -0.1937 0.1713  -0.1308
C24 3.2659 0.0379 -0.0314  -0.4818
Cl2 2.1260 -0.6623 1.1291  0.8192
C25 2.7463 0.7952 -1.0884  -0.4688
O1 1.4575 0.9994 -1.2411  -0.3138
C26 3.7125 1.3285 -1.9591  -0.5685
Cl3 3.1668 2.2927 -3.3022  0.7275
C27 5.0689 1.1183 -1.7862  -0.1186
H49 4.9506 -0.7959 1.0056  0.1133
H50 5.7773 1.5490 -2.4836  0.1126
F1 0.7249 -1.8567 -1.1097  -0.4817